# 1
ORCA calculation (ωB97M-V with the def2-TZVPD basis set) on the molecule C4H4N2O2.

The geometry in XYZ format:
```
12
Properties=species:S:1:pos:R:3
C 1.777 0.889 0.342
C 1.675 -0.379 -0.124
O 0.617 -1.019 -0.481
C -0.596 -0.589 -0.234
C -1.764 -1.002 0.253
O -2.593 0.009 0.234
N -2.117 1.075 -0.439
N -0.778 0.896 -0.509
H 1.014 1.603 0.402
H 2.624 1.612 0.547
H 2.607 -1.095 -0.326
H -2.465 -2.000 0.337
```

The SMILES is C=COc1conn1. The value obtained for the highest occupied orbital energy is -9.102 eV. The calculation puts the HOMO-LUMO gap at 9.50 eV.

# 2
ORCA calculation (ωB97M-V with the def2-TZVPD basis set) on a 2-piece molecular cluster, C4H12 overall.

The geometry in XYZ format:
```
16
Properties=species:S:1:pos:R:3
C -1.192 -1.523 0.525
C -1.067 -1.369 2.058
H -1.376 -0.609 -0.051
H -0.175 -1.719 0.175
H -1.870 -2.253 0.099
H -0.074 -1.647 2.318
H -1.793 -2.008 2.555
H -1.252 -0.338 2.343
C 1.330 0.746 -1.041
C 0.934 2.144 -1.520
H 1.467 0.381 -0.021
H 0.626 0.017 -1.436
H 2.264 0.431 -1.526
H -0.138 2.261 -1.380
H 1.169 2.179 -2.580
H 1.520 2.907 -1.031
```

The SMILES is CC.CC. The value obtained for the highest occupied orbital energy is -11.624 eV. The calculation puts the HOMO-LUMO gap at 12.77 eV.

# 3
ORCA calculation (ωB97M-V with the def2-TZVPD basis set) on a 3-piece molecular cluster, C3H12N2O2 overall.

The geometry in XYZ format:
```
19
Properties=species:S:1:pos:R:3
C 2.775 -1.269 -1.938
C 1.569 -0.607 -1.285
N 1.533 0.849 -1.005
C 0.884 -1.376 -0.314
N -0.017 -0.736 0.633
H 3.253 -0.601 -2.640
H 3.554 -1.522 -1.237
H 2.453 -2.253 -2.304
H 1.090 1.225 -0.141
H 2.493 1.397 -1.215
H 1.142 -2.406 0.014
H -0.847 -0.186 0.398
H -0.209 -1.297 1.493
O -5.256 0.568 1.707
H -5.630 0.602 0.804
H -5.143 1.504 1.991
O -0.207 1.833 1.388
H 0.427 1.123 1.286
H -0.860 1.926 0.613
```

The SMILES is C/C(N)=C/N.O.O. The value obtained for the highest occupied orbital energy is -7.242 eV. The calculation puts the HOMO-LUMO gap at 7.87 eV.

# 4
ORCA calculation (ωB97M-V with the def2-TZVPD basis set) on a 2-piece molecular cluster, C4H11N4 overall.

The geometry in XYZ format:
```
19
Properties=species:S:1:pos:R:3
C -0.519 2.453 -0.792
C 0.246 1.828 -0.110
C -1.475 -0.411 1.449
C 0.624 -0.635 0.421
N 2.735 -0.560 -0.783
N 1.344 -0.805 -0.673
N -0.636 -0.840 0.438
N -1.184 -1.287 -0.838
H -1.400 2.944 -1.267
H 3.128 -0.311 0.129
H 1.075 1.774 0.471
H -1.012 -0.476 2.433
H -1.721 0.646 1.200
H -2.418 -1.027 1.670
H 1.007 -0.452 1.344
H 2.825 0.215 -1.471
H -1.337 -0.384 -1.414
H 0.915 -1.067 -1.581
H -2.195 -1.605 -0.626
```

The value obtained for the highest occupied orbital energy is -13.345 eV. The calculation puts the HOMO-LUMO gap at 10.27 eV. Its charge is +1.

# 5
ORCA calculation (ωB97M-V with the def2-TZVPD basis set) on the molecule C18H13ClN2O4S.

The geometry in XYZ format:
```
39
Properties=species:S:1:pos:R:3
O 2.807 1.011 2.662
C 1.698 0.791 3.071
O 1.369 0.914 4.362
C 0.513 0.382 2.234
C 0.956 -0.192 0.885
C -0.098 -0.052 -0.175
C 0.085 0.627 -1.315
C 1.308 1.352 -1.682
C 2.065 0.912 -2.760
C 3.230 1.577 -3.117
N 4.002 1.096 -4.236
O 5.009 1.704 -4.524
O 3.594 0.115 -4.820
C 3.663 2.697 -2.417
C 2.905 3.161 -1.362
C 1.737 2.499 -1.004
Cl 0.784 3.147 0.269
C -1.334 -0.758 0.078
N -1.535 -1.511 1.098
C -2.773 -2.066 1.111
C -3.276 -2.924 2.087
C -4.560 -3.403 1.953
C -5.354 -3.041 0.865
C -4.880 -2.192 -0.115
C -3.589 -1.706 0.012
S -2.717 -0.637 -1.037
H 2.136 1.201 4.884
H -0.099 -0.327 2.789
H -0.087 1.283 2.085
H 1.871 0.311 0.571
H 1.177 -1.254 1.012
H -0.691 0.624 -2.071
H 1.760 0.041 -3.320
H 4.576 3.190 -2.714
H 3.210 4.037 -0.811
H -2.651 -3.197 2.923
H -4.963 -4.069 2.701
H -6.357 -3.432 0.786
H -5.491 -1.911 -0.958
```

The SMILES is O=C(O)CC/C(=C\c1cc([N+](=O)[O-])ccc1Cl)c1nc2ccccc2s1. The value obtained for the highest occupied orbital energy is -8.757 eV. The calculation puts the HOMO-LUMO gap at 8.04 eV.